The molecule C3H6N4O3. Source: OMol25; level of theory: ωB97M-V with the def2-TZVPD basis set.

Each atom is followed by the atoms it is bonded to, with distances in Å.
Element x y z (Å)
1 N 1.4269 0.6558 1.0756  C2 1.406, H11 1.009, H12 1.014
2 C 1.6343 -0.1945 -0.0253  N1 1.406, N3 1.431, N4 1.275
3 N 2.9615 -0.1238 -0.5551  C2 1.431, H13 0.992, H14 0.981
4 N 0.8197 -1.0422 -0.5190  C2 1.275, N5 1.381
5 N -0.4595 -0.9557 -0.0046  N4 1.381, C6 1.361, H15 1.040
6 C -1.2533 0.1157 -0.2775  N5 1.361, O7 1.228, C8 1.562
7 O -0.8302 1.2380 -0.5427  C6 1.228
8 C -2.7583 -0.2417 -0.0608  C6 1.562, O9 1.228, O10 1.322
9 O -3.1428 -1.3240 0.3741  C8 1.228
10 O -3.5648 0.7841 -0.2722  C8 1.322, H16 1.017
11 H 0.4720 0.6504 1.4006  N1 1.009
12 H 1.8226 1.5635 0.8592  N1 1.014
13 H 3.1264 -1.0338 -0.9143  N3 0.992
14 H 3.6652 0.2216 0.0341  N3 0.981
15 H -0.8900 -1.9027 0.0162  N5 1.040
16 H -3.0297 1.5893 -0.5881  O10 1.017

Output
Gap between HOMO and LUMO, eV: 9.46
Energy relative to the best compared isomer or geometry (same formula, charge and spin), kcal/mol: 0.00
Lowest unoccupied orbital energy, hartree: 0.0083
SMILES string: NC(N)=NNC(=O)C(=O)O
Total charge: 0
E_HOMO, eV: -9.23